Below is a cluster of 2 separate species, C55H71N3OPSi in total at a distorted geometry, with properties calculated with wB97M-V/def2-TZVPD.

Structure (XYZ):
```
132
Properties=species:S:1:pos:R:3:forces:R:3
C 3.249 -2.694 2.842 0.132 -0.113 -0.109
C 1.770 -2.943 3.145 -0.210 -0.276 -0.020
C 1.355 -2.266 4.451 -0.131 0.016 0.105
C 1.459 -4.442 3.173 0.310 0.125 -0.063
C 1.975 -5.222 4.209 -0.363 -0.180 -0.056
C 1.736 -6.595 4.252 0.143 0.077 0.036
C 1.013 -7.204 3.232 0.023 0.208 0.134
C 0.502 -6.458 2.169 -0.014 -0.067 -0.129
C -0.290 -7.210 1.095 -0.004 0.373 0.113
C -1.434 -8.008 1.723 -0.156 0.061 0.197
C 0.614 -8.123 0.270 0.259 -0.098 -0.084
C 0.749 -5.069 2.137 0.134 -0.050 -0.121
N 0.400 -4.295 0.963 -0.563 0.415 1.082
P -0.907 -3.153 0.821 0.152 -0.667 -0.272
H -0.204 -1.755 0.888 -0.014 -1.227 -0.523
N -1.007 -3.570 -0.861 -0.993 0.653 0.463
C -2.196 -3.578 -1.692 0.244 -0.016 -0.206
C -2.664 -2.365 -2.216 0.238 0.199 -0.053
C -2.050 -1.019 -1.817 -0.201 -0.391 0.037
C -3.127 -0.120 -1.210 -0.175 0.060 0.140
C -1.369 -0.361 -3.018 0.108 -0.063 -0.167
C -3.676 -2.380 -3.175 -0.123 -0.218 0.132
C -4.221 -3.583 -3.617 0.082 0.056 0.005
C -3.755 -4.784 -3.090 -0.096 0.311 0.015
C -2.762 -4.802 -2.112 0.095 -0.180 0.004
C -2.331 -6.169 -1.574 0.051 0.371 0.138
C -1.614 -6.986 -2.647 0.126 -0.018 -0.214
C -3.534 -6.937 -1.020 -0.206 0.086 0.123
C 0.100 -4.289 -1.294 1.031 -0.550 0.373
C 0.878 -4.703 -0.274 -0.167 0.152 -1.167
H 3.560 -3.224 1.934 -0.049 0.113 0.160
H 3.441 -1.624 2.694 -0.003 -0.127 0.080
H 3.879 -3.046 3.671 -0.123 0.095 -0.192
H 1.178 -2.495 2.339 0.163 -0.021 0.066
H 0.286 -2.421 4.640 0.185 0.025 0.035
H 1.915 -2.675 5.304 -0.143 0.189 -0.173
H 1.532 -1.183 4.402 0.042 -0.258 0.067
H 2.570 -4.738 4.982 -0.148 -0.191 -0.065
H 2.115 -7.193 5.082 -0.042 0.182 -0.267
H 0.832 -8.281 3.250 0.109 0.356 0.095
H -0.724 -6.457 0.429 0.263 -0.294 0.375
H -2.115 -7.334 2.260 0.077 -0.188 -0.071
H -2.017 -8.553 0.969 0.241 0.140 0.157
H -1.048 -8.740 2.443 -0.154 0.092 -0.164
H 1.434 -7.553 -0.185 -0.119 -0.206 0.066
H 1.054 -8.902 0.909 -0.062 0.158 -0.175
H 0.060 -8.622 -0.537 0.081 0.132 0.252
H -1.289 -1.203 -1.052 -0.020 -0.021 -0.113
H -3.710 -0.662 -0.453 0.112 0.107 -0.159
H -2.691 0.766 -0.733 -0.070 -0.123 -0.103
H -3.823 0.217 -1.991 0.088 -0.012 0.241
H -0.616 -1.031 -3.452 -0.155 0.164 0.083
H -2.105 -0.133 -3.802 0.198 -0.008 0.160
H -0.868 0.576 -2.738 -0.111 -0.117 -0.004
H -4.026 -1.431 -3.579 -0.007 -0.255 0.004
H -5.002 -3.586 -4.378 0.202 0.015 0.186
H -4.170 -5.733 -3.437 0.074 0.347 0.076
H -1.634 -5.985 -0.751 -0.341 0.014 -0.413
H -0.761 -6.429 -3.054 -0.166 -0.192 0.014
H -1.239 -7.938 -2.248 -0.150 0.233 -0.060
H -2.301 -7.213 -3.475 0.193 0.027 0.151
H -4.017 -6.356 -0.223 0.032 -0.174 -0.144
H -4.277 -7.114 -1.808 0.124 -0.031 0.210
H -3.243 -7.910 -0.604 -0.017 0.272 -0.188
H 0.229 -4.503 -2.345 0.032 0.105 0.085
H 1.757 -5.330 -0.335 -0.024 0.180 0.020
C -0.544 5.263 -4.731 -0.121 0.009 -0.278
Si 0.440 6.455 -3.703 -0.249 -0.003 0.316
C 1.784 7.278 -4.685 0.032 0.069 -0.165
C -0.670 7.679 -2.853 -0.123 0.182 -0.153
O 1.275 5.600 -2.559 0.613 -0.585 0.475
C 1.132 5.065 -1.259 0.538 0.275 -0.093
C 1.615 6.107 -0.225 -0.429 -0.314 -0.091
C 2.340 7.220 -0.649 -0.104 0.283 0.176
C 2.718 8.204 0.269 -0.015 -0.222 -0.064
C 2.375 8.074 1.614 0.093 0.009 0.086
C 1.680 6.941 2.047 0.048 -0.275 -0.130
C 1.324 5.940 1.135 0.155 0.511 0.063
C -0.307 4.602 -1.038 0.136 0.542 -0.259
C -1.199 5.365 -0.281 -0.372 -0.422 0.077
C -2.530 4.953 -0.147 0.169 0.100 -0.044
C -2.999 3.850 -0.855 0.171 -0.136 -0.199
C -2.129 3.162 -1.712 0.192 0.179 0.016
C -0.781 3.527 -1.790 -0.674 -0.105 0.168
C 2.162 3.876 -1.293 -0.248 0.520 -0.492
C 3.613 4.382 -1.324 0.021 -0.831 -0.414
C 4.107 4.325 0.113 0.163 0.261 0.544
C 3.237 3.269 0.816 0.652 0.060 0.477
N 2.129 3.016 -0.104 -0.785 -1.780 -0.179
C 1.338 1.940 -0.019 -0.010 0.076 -0.543
C 1.351 1.028 1.047 0.734 -1.290 0.029
C 0.160 0.537 1.625 0.291 1.629 -0.884
C -0.155 0.953 2.973 0.307 -0.811 1.747
C -1.499 1.102 3.405 0.466 -0.235 -0.452
C -1.796 1.736 4.609 0.297 0.029 0.215
C -0.769 2.194 5.448 -0.182 -0.236 -0.656
C 0.565 1.997 5.070 0.210 -0.435 -0.291
C 0.877 1.353 3.871 -0.420 0.347 0.139
H -1.028 5.826 -5.542 0.044 -0.248 0.080
H 0.108 4.500 -5.178 -0.141 0.154 0.022
H -1.324 4.753 -4.152 0.141 0.173 -0.116
H 1.351 7.814 -5.541 0.175 -0.076 0.140
H 2.338 8.001 -4.073 -0.112 -0.106 -0.142
H 2.498 6.534 -5.066 -0.159 0.173 0.044
H -1.066 8.363 -3.617 -0.034 -0.023 0.267
H -1.514 7.187 -2.354 0.129 0.112 -0.134
H -0.121 8.268 -2.107 -0.100 -0.051 -0.149
H 2.596 7.340 -1.705 -0.180 -0.058 0.403
H 3.276 9.071 -0.089 -0.157 -0.206 0.198
H 2.664 8.848 2.332 -0.171 -0.306 -0.300
H 1.398 6.832 3.095 0.153 0.063 -0.287
H 0.764 5.063 1.476 0.199 0.332 -0.101
H -0.867 6.279 0.211 -0.138 -0.359 -0.123
H -3.195 5.518 0.506 0.099 -0.134 -0.245
H -4.042 3.536 -0.770 0.353 0.131 -0.037
H -2.497 2.350 -2.338 0.061 0.207 0.212
H -0.109 2.984 -2.462 -0.303 0.229 0.129
H 1.953 3.276 -2.195 -0.022 0.271 0.464
H 4.167 3.636 -1.904 0.109 0.262 -0.101
H 3.722 5.357 -1.803 -0.094 -0.262 0.096
H 5.161 4.044 0.171 -0.123 0.057 -0.045
H 4.001 5.295 0.608 -0.018 -0.178 -0.069
H 3.804 2.345 0.995 -0.207 0.208 -0.134
H 2.873 3.630 1.789 -0.086 -0.163 -0.288
H 0.594 1.800 -0.809 0.007 0.468 0.352
H 2.325 0.706 1.440 -0.429 1.210 0.898
H -0.663 0.186 1.007 -0.261 0.769 -0.194
H -2.293 0.726 2.755 0.152 0.223 0.215
H -2.831 1.870 4.912 0.171 -0.063 -0.108
H -1.007 2.695 6.384 0.047 -0.104 -0.222
H 1.369 2.333 5.727 -0.215 -0.146 -0.181
H 1.925 1.167 3.607 -0.466 0.264 0.109
```
Forces are in eV/Å.

Values from the calculation:
Lowest unoccupied orbital energy: -4.38 eV
ΔE to the lowest compared entry with this formula, charge and spin: 0.731 eV
Total energy: -81866.507 eV
HOMO: -9.2 eV
Maximum force: 2.0 eV Å⁻¹
Net charge: +1

Mulliken atomic charge list, values in e, 99 entries:
1 C -1.454
2 C 2.617
3 C -1.323
4 C 0.130
5 C -0.260
6 C -1.637
7 C -1.174
8 C 0.579
9 C 2.297
10 C -1.492
11 C -1.407
12 C -0.295
13 N 1.039
14 P -0.602
15 H 0.115
16 N 0.912
17 C -0.268
18 C 0.448
19 C 2.004
20 C -1.513
21 C -1.453
22 C -0.774
23 C -1.666
24 C -0.815
25 C 0.599
26 C 2.156
27 C -1.368
28 C -1.447
29 C -0.868
30 C -0.738
31 H 0.374
32 H 0.319
33 H 0.347
34 H -1.425
35 H 0.378
36 H 0.365
37 H 0.250
38 H 0.385
39 H 0.356
40 H 0.324
41 H -0.763
42 H 0.370
43 H 0.355
44 H 0.371
45 H 0.170
46 H 0.405
47 H 0.408
48 H -0.454
49 H 0.350
50 H 0.244
51 H 0.440
52 H 0.368
53 H 0.388
54 H 0.128
55 H 0.306
56 H 0.336
57 H 0.346
58 H -0.856
59 H 0.173
60 H 0.405
61 H 0.376
62 H 0.378
63 H 0.368
64 H 0.336
65 H 0.550
66 H 0.584
67 C -1.084
68 Si 0.337
69 C -1.144
70 C -0.954
71 O -0.389
72 C 2.011
73 C -0.070
74 C -0.294
75 C -0.963
76 C -0.755
77 C -1.254
78 C -0.347
79 C 0.133
80 C -0.394
81 C -1.111
82 C -0.738
83 C -1.336
84 C -0.515
85 C -1.217
86 C -1.053
87 C -0.777
88 C -0.699
89 N 0.120
90 C -0.050
91 C -0.838
92 C -0.189
93 C 0.972
94 C -0.577
95 C -0.696
96 C -0.444
97 C -1.066
98 C -0.278
99 H 0.443